# 1
ORCA calculation (ωB97M-V/def2-TZVPD) on a molecular structure, C19H28BCaF4O2 at a distorted geometry.

The spin multiplicity is 1. The total charge is -1. The gap between HOMO and LUMO is 3.10 eV.

CARTESIAN COORDINATES (ANGSTROEM)
O1 -1.8649 -0.8975 -1.8407
C1 -3.3742 -1.1016 -1.9993
C2 -3.0993 -1.4421 -3.4835
H1 -3.9266 -0.1565 -1.7488
H2 -3.7159 -1.9721 -1.3937
C3 -1.6031 -1.6207 -3.0589
H3 -3.0501 -0.5495 -4.1654
H4 -3.7141 -2.1569 -4.1262
C4 -0.8652 -1.0289 -4.2378
H5 -0.8071 0.0640 -4.3539
H6 -1.4647 -1.3132 -5.1059
H7 0.0595 -1.5231 -4.5665
C5 -1.2630 -3.0378 -2.6853
H8 -2.0395 -3.4739 -2.0084
H9 -0.2865 -3.1488 -2.1839
H10 -1.2428 -3.6631 -3.5953
Ca1 -1.0813 2.2914 -2.0236
C6 -0.2144 -2.4095 1.3131
C7 -1.1711 -1.5101 1.8928
C8 -2.4833 -1.9632 1.6077
H11 -0.9590 -0.6067 2.4479
C9 -2.3400 -3.1566 0.8041
C10 -0.9668 -3.4763 0.6691
H12 -0.5810 -4.3663 0.1385
H13 0.8811 -2.2847 1.3543
H14 -3.4534 -1.4918 1.8848
H15 -3.2018 -3.6795 0.3991
C11 2.2400 1.6089 -0.6794
C12 1.9703 0.2687 -1.0683
C13 1.7574 0.2954 -2.4578
H16 1.9589 -0.5864 -0.3903
C14 1.8506 1.6563 -2.8898
C15 2.2040 2.4741 -1.8049
H17 2.4180 3.5438 -1.8362
H18 2.4785 1.8995 0.3275
H19 1.5128 -0.5398 -3.1132
H20 1.8283 1.9552 -3.9206
O2 -2.8483 2.3383 -3.6129
C16 -3.2024 1.8738 -5.0001
C17 -4.5935 2.3809 -5.4393
H21 -3.2730 0.7771 -5.0188
H22 -2.4128 2.2239 -5.6876
C18 -5.0665 3.2254 -4.2695
H23 -5.2794 1.5605 -5.7136
H24 -4.3763 2.9780 -6.3384
C19 -3.9451 3.2346 -3.2352
H25 -6.0503 2.9079 -3.8940
H26 -5.1922 4.2387 -4.6465
H27 -4.3354 2.9288 -2.2606
H28 -3.5376 4.2486 -3.1739
F1 -1.1085 3.0839 0.0566
B1 -0.4977 1.9765 0.9473
F2 -0.7591 0.8408 0.0322
F3 0.8801 2.1900 1.1477
F4 -1.1158 1.8037 2.1557

=====

# 2
ORCA calculation (ωB97M-V/def2-TZVPD) on a molecular structure, C19H28BErF4O2 at a distorted geometry.

The spin multiplicity is 4. The total charge is 0. The gap between HOMO and LUMO (alpha / beta) is 8.33 / 8.34 eV.

CARTESIAN COORDINATES (ANGSTROEM)
O1 0.3275 0.3439 -4.4913
C1 0.2565 1.6409 -5.1588
C2 0.1000 1.0319 -6.5586
H1 1.1874 2.2079 -5.0335
H2 -0.6129 2.2180 -4.8231
C3 0.2549 -0.3170 -5.7898
H3 0.9120 1.2532 -7.2549
H4 -0.8895 1.1767 -6.9994
C4 1.5430 -1.0485 -6.1191
H5 2.4067 -0.3721 -6.0713
H6 1.4920 -1.4697 -7.1308
H7 1.6972 -1.8746 -5.4147
C5 -0.9521 -1.2239 -5.9222
H8 -1.8791 -0.6989 -5.6601
H9 -0.8379 -2.1031 -5.2791
H10 -1.0371 -1.5746 -6.9587
Er1 0.0445 -0.0942 3.3059
C6 -2.2424 -0.8013 4.0598
C7 -2.3940 0.5958 4.3080
C8 -2.5623 1.2483 3.0528
H11 -2.4458 1.0622 5.2908
C9 -2.4878 0.2611 2.0312
C10 -2.2858 -1.0062 2.6475
H12 -2.2691 -1.9686 2.1291
H13 -2.1753 -1.5899 4.8077
H14 -2.7922 2.3061 2.9129
H15 -2.6534 0.4251 0.9699
C11 1.2251 -2.0134 4.4568
C12 0.1814 -2.5516 3.6428
C13 0.5332 -2.3364 2.2750
H16 -0.7080 -3.0773 3.9937
C14 1.8106 -1.6974 2.2509
C15 2.2474 -1.5062 3.5909
H17 3.2290 -1.1200 3.8796
H18 1.2708 -2.0688 5.5432
H19 -0.0309 -2.6610 1.3994
H20 2.3885 -1.4582 1.3610
O2 0.3316 0.5064 1.1731
C16 0.0750 -0.2316 -0.0906
C17 -0.0261 0.8226 -1.1814
H21 -0.8416 -0.8282 0.0331
H22 0.9252 -0.9082 -0.2522
C18 0.7000 2.0662 -0.6437
H23 -1.0836 1.0559 -1.3798
H24 0.4048 0.4489 -2.1114
C19 0.7147 1.9161 0.8790
H25 0.1658 2.9794 -0.9049
H26 1.7122 2.1360 -1.0615
H27 -0.0470 2.5628 1.3402
H28 1.6988 2.0923 1.3416
F1 1.0519 1.4996 4.5099
B1 0.6757 1.2744 6.0452
F2 -0.1311 2.3067 6.4263
F3 -0.0340 0.0242 5.9252
F4 1.8555 1.1383 6.7087

=====

# 3
ORCA calculation (ωB97M-V/def2-TZVPD) on a molecular structure, C19H28BF4O2Re at a distorted geometry.

The spin multiplicity is 4. The total charge is +1. The gap between HOMO and LUMO (alpha / beta) is 7.54 / 5.40 eV.

CARTESIAN COORDINATES (ANGSTROEM)
O1 0.0144 3.8360 -0.4894
C1 1.3363 4.4485 -0.6391
C2 0.8011 5.8772 -0.5928
H1 1.7876 4.1574 -1.5972
H2 1.9977 4.1984 0.2010
C3 -0.5742 5.1789 -0.5110
H3 0.9634 6.4460 -1.5076
H4 1.0567 6.4287 0.3142
C4 -1.4177 5.4290 -1.7452
H5 -0.8411 5.2554 -2.6621
H6 -1.7605 6.4733 -1.7473
H7 -2.3004 4.7783 -1.7414
C5 -1.3397 5.4726 0.7582
H8 -0.7144 5.3209 1.6431
H9 -2.2221 4.8276 0.8142
H10 -1.6825 6.5142 0.7589
Re1 -0.4896 -3.3578 0.6452
C6 -0.8640 -4.0180 2.6740
C7 0.5370 -4.2217 2.4407
C8 1.1267 -2.9525 2.1238
H11 1.0670 -5.1652 2.4952
C9 0.0804 -1.9520 2.1685
C10 -1.1488 -2.6175 2.5110
H12 -2.0922 -2.1309 2.7270
H13 -1.5557 -4.7983 2.9856
H14 2.1743 -2.7752 1.8901
H15 0.2216 -0.8841 2.0580
C11 -2.0952 -4.3941 -0.5812
C12 -2.6133 -3.3831 0.2966
C13 -2.0462 -2.1086 -0.0967
H16 -3.3742 -3.5608 1.0575
C14 -1.2049 -2.3502 -1.2554
C15 -1.2477 -3.7484 -1.5429
H17 -0.7155 -4.2512 -2.3371
H18 -2.3461 -5.4480 -0.5640
H19 -2.2994 -1.1348 0.2931
H20 -0.6744 -1.5987 -1.8230
O2 0.7623 0.7593 -1.9012
C16 0.2224 1.0464 -0.5980
C17 1.3525 1.0950 0.4421
H21 -0.5884 0.3346 -0.3528
H22 -0.2539 2.0384 -0.6735
C18 2.6342 1.2363 -0.3917
H23 1.4068 0.1358 0.9656
H24 1.2136 1.9065 1.1607
C19 2.2049 0.7699 -1.7902
H25 3.4452 0.6114 -0.0110
H26 2.9667 2.2747 -0.4060
H27 2.5832 -0.2596 -1.9869
H28 2.6270 1.4445 -2.5500
F1 0.9092 -4.5923 -0.2397
B1 0.7590 -6.5078 -0.2732
F2 0.6396 -6.6267 -1.6151
F3 1.9419 -6.7803 0.3187
F4 -0.3707 -6.6771 0.4794

=====

In order of appearance, energy relative to the best compared isomer or geometry (same formula, charge and spin) = 530.1, 0.0, 26.4 kJ/mol.